[1]
Here is a cluster of 18 separate species, C91H120NO36S in total at a distorted geometry from OMol25. Energies are from ωB97M-V/def2-TZVPD.

XYZ file:
```
249
Properties=species:S:1:pos:R:3:mulliken_charge:R:1
C -0.26574 -0.54696 2.94182 1.79
C -0.41675 0.84793 2.34436 2.75
C 0.57809 0.95771 1.16471 1.23
C 0.26015 -0.04406 0.12623 0.97
N 0.59486 0.34104 -1.28739 1.23
C 2.10796 0.07035 -1.48766 -1.11
C 2.16912 -1.42043 -1.54587 0.03
C 0.89584 -1.77494 -2.34744 0.77
C -0.03514 -0.56426 -2.27950 0.66
C 0.33427 1.78226 -1.65110 -1.24
C -1.11498 2.21159 -1.45610 2.17
C -1.28671 3.66429 -1.91977 -1.34
H -0.52986 -1.32698 2.24441 -0.53
H -0.95846 -0.65394 3.80510 -0.25
H 0.79430 -0.75733 3.16587 -1.27
H -0.11184 1.55653 3.15267 -1.02
H -1.44560 1.05994 1.96634 -1.67
H 1.59751 0.90963 1.63187 -0.38
H 0.45963 2.01842 0.83709 -0.36
H -0.79228 -0.26106 0.12880 -0.64
H 0.79835 -0.97495 0.32239 0.08
H 2.22629 0.51923 -2.47632 0.31
H 2.57839 0.65734 -0.73401 0.29
H 3.01904 -1.64156 -2.19105 1.13
H 2.26621 -1.90121 -0.59938 -0.74
H 1.23418 -1.89914 -3.38757 -0.56
H 0.45634 -2.65743 -1.93796 -1.07
H -0.16736 -0.05921 -3.23518 0.19
H -1.05140 -0.81378 -1.96745 -0.68
H 0.59770 1.84355 -2.70485 0.42
H 1.00930 2.41271 -1.06084 0.31
H -1.36432 2.21453 -0.38736 -0.79
H -1.76533 1.46478 -1.90721 -0.68
H -0.51231 4.26720 -1.34966 0.14
H -2.26524 4.12359 -1.80426 0.35
H -0.93988 3.77988 -2.94924 0.14
S -3.62124 -0.88769 -1.55889 0.23
O -2.75501 -0.42752 -0.40748 -0.15
O -2.77260 -1.43204 -2.69502 -0.68
O -4.52484 -1.95209 -1.08483 -0.83
O -4.34328 0.32572 -2.02605 -0.46
O 3.77991 3.75323 -2.87786 -0.61
C 3.47765 3.30886 -3.93955 0.93
O 4.20508 2.46942 -4.63808 -0.34
C 5.53541 2.13130 -4.19952 -0.39
C 5.50189 0.68721 -3.77692 -0.62
C 2.09925 3.49926 -4.62115 -0.87
H 5.81425 2.85702 -3.42677 0.34
H 6.14745 2.26660 -5.07908 0.26
H 5.19754 0.00493 -4.56089 0.28
H 4.83827 0.51536 -2.91250 -0.08
H 6.50566 0.36718 -3.45301 0.48
H 1.51311 4.17747 -4.00944 0.24
H 1.56873 2.53877 -4.71813 0.05
H 2.24767 4.00738 -5.57300 0.52
O 1.64634 -1.79405 7.32727 -0.55
C 0.62226 -2.18634 7.76613 0.63
O 0.10830 -1.81189 8.94380 -0.37
C 0.98972 -0.98214 9.75881 -0.11
C 2.08692 -1.87445 10.22902 -1.33
C -0.31190 -3.21398 7.10780 -0.70
H 0.35222 -0.64554 10.51794 0.47
H 1.37784 -0.10767 9.20612 0.14
H 2.78370 -1.25544 10.75488 0.42
H 2.58805 -2.21833 9.33254 0.34
H 1.62805 -2.63736 10.81228 0.35
H -0.83101 -3.64716 7.95153 0.42
H 0.14065 -3.98173 6.45868 0.34
H -1.03748 -2.62610 6.55039 -0.07
O 0.81509 10.66078 -4.81549 -0.55
C -0.02274 10.99232 -4.00410 0.65
O -0.50528 10.30319 -2.94469 -0.26
C -0.03964 8.95132 -2.92926 -0.21
C -0.84952 8.32735 -1.76842 -0.94
C -0.68433 12.34951 -4.05917 -0.94
H 1.03421 8.88803 -2.65828 0.25
H -0.32225 8.52959 -3.89807 0.33
H -1.91269 8.35756 -1.98568 0.35
H -0.69775 8.90099 -0.85423 0.33
H -0.47926 7.30454 -1.67068 0.16
H -1.33893 12.34694 -4.91723 0.26
H 0.02576 13.14615 -4.25423 0.29
H -1.28749 12.55055 -3.18251 0.29
O 0.86178 2.69684 7.35331 -0.65
C 0.07949 2.92945 6.44487 0.63
O -1.21289 2.47470 6.47959 -0.28
C -1.46394 1.43448 7.42912 -1.13
C -1.68941 0.05083 6.81412 0.09
C 0.29288 3.66575 5.07895 -0.24
H -2.40829 1.65504 7.84073 0.38
H -0.73035 1.38556 8.25357 0.48
H -1.78131 -0.65318 7.67094 0.34
H -0.83479 -0.19149 6.20417 -0.40
H -2.55450 0.08350 6.16457 0.38
H -0.64525 4.07842 4.78418 0.43
H 0.69981 2.91867 4.42793 -0.56
H 1.06378 4.35433 5.30227 0.53
O 5.44340 1.72532 4.03751 -0.49
C 5.67839 1.55753 5.19518 0.75
O 5.04380 0.63959 5.92526 -0.45
C 3.92476 -0.03183 5.31919 0.29
C 2.77922 0.95281 5.07424 0.39
C 6.65761 2.30075 6.02284 -1.28
H 3.62663 -0.79106 6.05602 0.16
H 4.27343 -0.57651 4.40364 -0.10
H 2.36337 1.29722 6.01527 0.50
H 1.97384 0.33860 4.59200 -0.50
H 2.95827 1.85200 4.41761 -0.27
H 7.60960 2.41449 5.57841 0.37
H 6.71471 1.88646 7.03063 0.34
H 6.43321 3.38376 6.04109 0.27
O 1.71370 3.62717 1.99098 -0.24
C 1.97866 4.79268 1.85963 0.78
O 3.21662 5.30907 1.95199 -0.42
C 4.29121 4.36499 2.16663 0.46
C 5.13131 4.01032 0.93859 -1.16
C 1.03894 5.95193 1.48749 -1.45
H 3.91210 3.49112 2.68522 -0.39
H 4.81251 4.97015 2.84483 0.49
H 4.68844 3.35177 0.19686 0.14
H 5.87024 3.41218 1.43655 0.40
H 5.53854 4.90192 0.47081 0.35
H 1.22927 6.78284 2.19614 0.39
H -0.00780 5.67807 1.63218 0.29
H 1.32543 6.21773 0.48627 0.35
O 6.98827 -6.71579 -0.06646 -0.53
C 6.11996 -7.48985 -0.00120 0.73
O 4.85335 -7.10585 -0.04140 -0.33
C 4.55938 -5.68412 0.02318 -0.59
C 3.04892 -5.58253 -0.04254 -0.22
C 6.26935 -8.97707 0.04460 -1.13
H 5.14218 -5.11722 -0.73535 0.37
H 4.93293 -5.24416 0.95293 0.29
H 2.52359 -5.92225 0.87356 0.32
H 2.76097 -6.15874 -0.94937 0.43
H 2.64166 -4.59747 -0.24693 -0.12
H 5.84315 -9.37784 0.98270 0.28
H 7.29807 -9.20722 -0.14198 0.33
H 5.66557 -9.43704 -0.72978 0.32
O 4.61083 -2.52624 0.68974 -0.54
C 4.21787 -1.66268 1.40838 0.83
O 3.28839 -1.89696 2.32505 0.22
C 2.64538 -3.18366 2.23057 0.75
C 2.61470 -3.69195 3.67410 -1.51
C 4.75408 -0.22317 1.60978 -0.94
H 3.31300 -3.72186 1.55421 -0.48
H 1.62324 -3.08655 1.83774 -0.17
H 2.21398 -2.85049 4.27600 0.03
H 3.63201 -3.87886 3.98981 0.54
H 2.00446 -4.57621 3.76465 0.36
H 5.06409 0.20912 0.62909 0.31
H 5.61785 -0.27881 2.29891 0.41
H 3.99345 0.42386 2.15574 -0.10
C -4.49628 1.70663 -4.54990 -0.66
C -3.33578 1.09728 -4.81950 0.65
C -2.36704 1.63931 -5.74107 0.29
O -1.41473 0.94058 -6.03495 -0.53
C -2.53111 2.97291 -6.31842 -0.87
C -3.71395 3.56640 -6.16943 -0.70
C -4.81058 2.88385 -5.39072 0.02
O -5.96350 3.23931 -5.47977 -0.63
H -5.23904 1.36262 -3.84978 1.23
H -3.06162 0.16882 -4.30597 -0.02
H -1.76342 3.43725 -6.92176 0.54
H -3.97412 4.50509 -6.65067 0.47
C -0.80073 -1.92392 -7.63196 -0.54
C -1.74859 -1.35225 -8.32487 -0.65
C -3.04110 -1.06485 -7.64979 -0.18
O -3.92826 -0.57151 -8.30308 -0.64
C -3.25585 -1.47910 -6.25137 -0.64
C -2.25899 -1.99602 -5.57290 1.78
C -0.90143 -2.09461 -6.12662 -0.48
O 0.03051 -2.37449 -5.39723 0.08
H 0.22396 -2.11633 -8.06186 0.18
H -1.68684 -1.04219 -9.35741 0.49
H -4.22027 -1.33953 -5.83862 0.96
H -2.40609 -2.07646 -4.48869 -0.26
C -4.48451 0.54770 2.15452 -0.13
C -4.56872 1.58350 1.31082 0.59
C -4.03356 2.89696 1.69660 0.04
O -3.99515 3.78792 0.89653 -0.60
C -3.44681 3.13952 3.01400 -0.42
C -3.39647 2.19641 3.92736 -0.54
C -3.97680 0.82250 3.56031 0.34
O -3.87124 -0.09515 4.36444 -0.54
H -4.66447 -0.49742 1.93144 0.26
H -4.78902 1.39399 0.25045 0.16
H -3.07127 4.14161 3.19800 0.45
H -2.89539 2.21866 4.87687 0.38
C -5.25290 3.21096 -2.16848 0.53
C -6.38056 2.62013 -2.00407 -0.30
C -7.63533 3.30423 -2.39946 0.12
O -8.61779 2.62992 -2.55352 -0.59
C -7.69764 4.73758 -2.60781 -0.74
C -6.54114 5.31345 -2.82618 -0.50
C -5.23843 4.62867 -2.63312 0.17
O -4.24850 5.30569 -2.87761 -0.62
H -4.30605 2.72287 -1.99265 0.41
H -6.46509 1.59056 -1.76246 0.81
H -8.66964 5.18435 -2.63448 0.46
H -6.46427 6.36337 -3.09135 0.43
C -3.89280 -4.19354 -2.97649 0.86
C -4.91562 -4.21297 -3.83908 -0.78
C -4.75853 -4.71966 -5.25411 0.23
O -5.66626 -4.55719 -6.00620 -0.62
C -3.52799 -5.47303 -5.62256 -0.55
C -2.57720 -5.58267 -4.72484 -0.28
C -2.63057 -4.81200 -3.40634 -0.03
O -1.58206 -4.78385 -2.79821 -0.15
H -3.95666 -3.64287 -2.01386 0.02
H -5.85676 -3.75099 -3.57948 0.48
H -3.45558 -5.78569 -6.68261 0.37
H -1.65234 -6.05633 -5.02435 0.45
C -2.85445 -3.25112 3.71389 0.56
C -4.16944 -3.35893 3.78922 -0.37
C -4.79655 -4.74417 3.84112 0.11
O -5.98172 -4.91193 3.94858 -0.59
C -3.89968 -5.94376 3.82315 -0.61
C -2.60568 -5.82650 3.62584 -0.50
C -1.98544 -4.49357 3.54963 0.25
O -0.77078 -4.36328 3.60434 -0.41
H -2.40602 -2.27432 3.60988 0.02
H -4.89509 -2.58294 3.90028 0.68
H -4.44735 -6.87366 4.08858 0.38
H -1.90276 -6.68889 3.73310 0.44
C 1.78622 -4.78167 -4.33343 -0.08
C 2.81046 -4.02448 -3.91301 -0.15
C 3.39320 -3.00051 -4.83547 0.51
O 4.16359 -2.14081 -4.47836 -0.50
C 2.96502 -3.04411 -6.29412 -0.59
C 2.12504 -3.93718 -6.72255 -0.49
C 1.30948 -4.73311 -5.77800 0.05
O 0.30167 -5.25545 -6.24029 -0.56
H 1.25545 -5.44292 -3.65369 0.35
H 3.05119 -4.05941 -2.85823 0.56
H 3.57214 -2.37836 -6.90899 0.45
H 1.78812 -4.04927 -7.75300 0.59
C -0.93461 -5.92903 0.03951 -0.19
C -2.03182 -6.60955 0.24784 -1.32
C -3.24410 -5.82253 0.48442 0.52
O -4.29344 -6.43497 0.74200 -0.70
C -3.27363 -4.35569 0.50141 -0.24
C -2.20539 -3.65070 0.21685 0.84
C -0.94683 -4.40704 0.04358 0.01
O 0.09289 -3.78207 -0.03334 0.08
H 0.04892 -6.35269 -0.13675 0.39
H -2.12237 -7.68793 0.22650 0.49
H -4.26045 -3.89111 0.62143 0.43
H -2.17291 -2.55676 0.07379 -0.14
```

Summary:
Charge: -1
Lowest unoccupied orbital energy, eV: 0.291
E_tot, eV: -182342.943
Kohn-Sham gap, Eh: 0.2273

***

[2]
Here is an isolated molecule of C4H8O2 from OMol25. Energies are from ωB97M-V/def2-TZVPD.

XYZ file:
```
14
Properties=species:S:1:pos:R:3:mulliken_charge:R:1
C 1.11524 0.14812 0.33307 -1.24
C -0.06775 0.21795 1.28682 -0.16
C -1.37771 -0.07809 0.51682 -0.49
O -1.06442 -1.04463 -0.50242 -0.23
C -0.20337 -0.69897 -1.41443 0.11
O -0.07111 0.48266 -1.96423 -0.55
H 1.74513 1.04707 0.41910 0.35
H 1.76612 -0.70479 0.55063 0.31
H 0.59426 0.66826 -1.07295 0.46
H -0.18427 1.21503 1.72822 0.29
H 0.01262 -0.48783 2.12210 0.26
H -2.14279 -0.56576 1.12246 0.31
H -1.78672 0.81749 0.04256 0.29
H 0.07960 -1.58463 -1.99619 0.29
```

Summary:
Charge: 0
Lowest unoccupied orbital energy, eV: 0.596
Relative energy (zero: lowest compared OMol25 entry of this formula, charge and spin), eV: 4.536
E_tot, eV: -8368.746
Kohn-Sham gap, Eh: 0.3138